--- i ---
{
  "formula": "C6H16N",
  "method": "the ωB97M-V functional and the def2-TZVPD basis",
  "charge": 1,
  "orbital_gap_ev": 8.1,
  "lumo_ev": -6.59,
  "elements": ["C", "C", "C", "C", "C", "C", "N", "H", "H", "H", "H", "H", "H", "H", "H", "H", "H", "H", "H", "H", "H", "H", "H"],
  "xyz": [[2.37, -0.27, -0.87], [1.32, 0.32, 0.04], [0.03, -0.37, -0.08], [-1.19, 0.22, 0.34], [-2.23, -0.64, 1.01], [-1.83, 1.06, -0.89], [1.66, 0.17, 1.45], [3.32, 0.25, -0.81], [2.55, -1.33, -0.63], [2.07, -0.26, -1.92], [1.28, 1.38, -0.28], [0.04, -1.97, -4.51], [0.05, -1.46, 0.06], [-0.88, 1.05, 1.00], [-1.75, -1.35, 1.70], [-2.81, -1.28, 0.34], [-2.92, -0.06, 1.63], [-1.46, 2.07, -0.86], [-1.53, 0.57, -1.83], [-2.90, 0.97, -0.83], [2.54, -0.31, 1.56], [-0.29, -1.38, -4.15], [0.96, -0.26, 2.05]],
  "mulliken_charge": [-1.698, 0.663, -0.775, 0.911, -1.597, -1.192, -0.461, 0.418, 0.445, 0.411, 0.238, 0.213, 0.449, 0.311, 0.422, 0.405, 0.408, 0.371, 0.313, 0.402, 0.297, -0.212, 0.258]
}

--- ii ---
{
  "formula": "C6H16N",
  "method": "the ωB97M-V functional and the def2-TZVPD basis",
  "charge": 1,
  "orbital_gap_ev": 7.0,
  "lumo_ev": -6.73,
  "elements": ["C", "C", "C", "C", "C", "C", "N", "H", "H", "H", "H", "H", "H", "H", "H", "H", "H", "H", "H", "H", "H", "H", "H"],
  "xyz": [[2.43, -1.82, -0.48], [1.79, -0.43, -0.48], [0.95, -0.11, 0.62], [0.49, 1.21, 0.95], [-0.10, 2.06, -0.21], [-1.44, 1.47, -0.69], [-1.24, 0.24, -1.47], [3.41, -1.82, -0.01], [1.80, -2.53, 0.06], [2.52, -2.19, -1.50], [1.17, -0.32, -1.38], [2.50, 0.40, -0.59], [-0.92, -0.50, -0.85], [1.07, -0.74, 1.50], [-0.11, 1.29, 1.85], [1.45, 1.71, 1.19], [-0.26, 3.07, 0.13], [0.61, 2.10, -1.03], [-1.99, 2.19, -1.30], [-2.03, 1.33, 0.24], [-4.85, -3.60, 2.63], [-5.12, -2.90, 2.62], [-2.14, -0.09, -1.79]],
  "mulliken_charge": [-1.351, 0.033, -0.287, -0.819, -0.593, -0.617, -0.542, 0.348, 0.400, 0.354, 0.437, 0.420, 0.192, 0.501, 0.458, 0.339, 0.383, 0.306, 0.444, 0.307, 0.009, -0.009, 0.285]
}

Which is most stable, and by how much? ii, by 0.0058 hartree.

--- i ---
{
  "formula": "C6H16N",
  "method": "the ωB97M-V functional and the def2-TZVPD basis",
  "charge": 1,
  "orbital_gap_ev": 7.7,
  "lumo_ev": -6.60,
  "elements": ["C", "C", "C", "C", "C", "C", "N", "H", "H", "H", "H", "H", "H", "H", "H", "H", "H", "H", "H", "H", "H", "H", "H"],
  "xyz": [[1.65, -1.51, 0.76], [0.15, -1.47, 0.42], [-0.25, -0.08, 0.27], [-1.05, 0.40, -0.82], [-2.18, 1.33, -0.35], [-0.02, 1.11, -1.77], [-0.76, -2.07, 1.40], [2.07, -2.48, 0.54], [1.74, -1.39, 1.84], [2.23, -0.72, 0.29], [-0.06, -2.00, -0.52], [3.35, 2.33, 0.53], [0.01, 0.66, 1.04], [-1.41, -0.50, -1.33], [-2.86, 0.74, 0.27], [-1.74, 2.11, 0.28], [-2.77, 1.78, -1.14], [1.01, 0.74, -1.67], [0.02, 2.15, -1.47], [-0.29, 1.05, -2.82], [-0.35, -2.68, 2.10], [2.82, 1.90, 0.25], [-1.32, -1.39, 1.91]],
  "mulliken_charge": [-1.297, 0.661, -0.890, 0.884, -1.506, -1.233, -0.533, 0.377, 0.391, 0.362, 0.246, 0.168, 0.441, 0.327, 0.404, 0.396, 0.386, 0.363, 0.378, 0.352, 0.266, -0.180, 0.237]
}

--- ii ---
{
  "formula": "C6H16N",
  "method": "the ωB97M-V functional and the def2-TZVPD basis",
  "charge": 1,
  "orbital_gap_ev": 8.7,
  "lumo_ev": -5.13,
  "elements": ["C", "C", "C", "C", "C", "C", "N", "H", "H", "H", "H", "H", "H", "H", "H", "H", "H", "H", "H", "H", "H", "H", "H"],
  "xyz": [[-0.23, 0.66, 2.42], [-0.66, -0.26, 1.29], [-0.59, 0.27, -0.01], [0.34, -1.17, 0.58], [0.02, -2.08, -0.71], [0.30, -1.49, -2.10], [0.53, 3.29, -0.99], [-0.94, 1.47, 2.62], [0.73, 1.12, 2.14], [-0.03, 0.14, 3.36], [-1.51, -0.86, 1.61], [0.09, 1.12, -0.21], [-1.37, 0.17, -0.76], [1.37, -0.81, 0.49], [0.56, -2.02, 1.25], [-0.97, -2.55, -0.68], [0.74, -2.89, -0.61], [-0.60, -0.93, -2.39], [1.10, -0.73, -2.15], [0.46, -2.23, -2.87], [-0.24, 3.15, -1.63], [1.42, 3.35, -1.47], [0.38, 4.20, -0.57]],
  "mulliken_charge": [-1.426, 0.458, -0.691, -0.549, -0.599, -1.130, -0.757, 0.356, 0.343, 0.390, 0.359, 0.463, 0.516, 0.373, 0.464, 0.295, 0.402, 0.348, 0.313, 0.363, 0.248, 0.224, 0.237]
}

Which is most stable, and by how much? ii, by 0.0184 hartree.

--- i ---
{
  "formula": "C7H12",
  "method": "the ωB97M-V functional and the def2-TZVPD basis",
  "smiles": "CC#CCCCC",
  "orbital_gap_ev": 10.4,
  "lumo_ev": 1.07,
  "elements": ["C", "C", "C", "C", "C", "C", "C", "H", "H", "H", "H", "H", "H", "H", "H", "H", "H", "H", "H"],
  "xyz": [[-2.84, 0.75, 0.46], [-2.07, 0.03, -0.67], [-0.60, -0.02, -0.29], [0.39, -0.72, -1.24], [1.70, -0.58, -0.59], [2.56, -0.30, 0.21], [3.51, 0.09, 1.25], [-3.40, 0.04, 1.08], [-2.13, 1.27, 1.12], [-3.54, 1.49, 0.08], [-2.46, -0.98, -0.83], [-2.19, 0.56, -1.62], [-0.50, -0.51, 0.69], [-0.24, 1.01, -0.15], [0.13, -1.77, -1.39], [0.38, -0.24, -2.23], [2.96, 0.55, 2.07], [4.24, 0.82, 0.88], [4.06, -0.77, 1.65]],
  "mulliken_charge": [-1.126, -0.350, -0.778, -0.566, -0.328, 0.603, -1.184, 0.280, 0.336, 0.326, 0.314, 0.280, 0.362, 0.384, 0.309, 0.301, 0.263, 0.287, 0.288]
}

--- ii ---
{
  "formula": "C7H12",
  "method": "the ωB97M-V functional and the def2-TZVPD basis",
  "smiles": "CC1=CC1.C=CC",
  "orbital_gap_ev": 10.2,
  "lumo_ev": 1.14,
  "elements": ["C", "C", "C", "C", "C", "C", "C", "H", "H", "H", "H", "H", "H", "H", "H", "H", "H", "H", "H"],
  "xyz": [[-2.15, 0.70, -0.29], [-2.06, -0.74, -0.71], [-1.00, -1.29, -1.30], [1.47, 0.41, 0.65], [2.51, 0.08, -0.39], [1.90, 1.41, -0.05], [0.70, -0.19, 1.76], [-2.89, 1.24, -0.88], [-1.18, 1.20, -0.41], [-2.45, 0.78, 0.76], [-2.94, -1.35, -0.53], [-1.00, -2.34, -1.61], [-0.10, -0.72, -1.51], [2.23, -0.44, -1.31], [3.53, -0.15, -0.06], [1.92, 2.47, -0.25], [1.39, -0.63, 2.48], [0.08, 0.55, 2.27], [0.05, -1.00, 1.38]],
  "mulliken_charge": [-0.844, -0.006, -0.645, 0.253, -0.558, -0.269, -0.963, 0.338, 0.168, 0.242, 0.292, 0.252, 0.171, 0.145, 0.215, 0.375, 0.353, 0.234, 0.248]
}

--- iii ---
{
  "formula": "C7H12",
  "method": "the ωB97M-V functional and the def2-TZVPD basis",
  "smiles": "C=C/C=C/CCC",
  "orbital_gap_ev": 9.5,
  "lumo_ev": 1.12,
  "elements": ["C", "C", "C", "C", "C", "C", "C", "H", "H", "H", "H", "H", "H", "H", "H", "H", "H", "H", "H"],
  "xyz": [[-1.72, 2.16, 0.07], [-1.73, 0.72, -0.41], [-1.27, -0.33, 0.60], [0.18, -0.67, 0.49], [0.97, -0.59, -0.59], [2.43, -0.78, -0.44], [2.99, -1.83, 0.19], [-2.77, 2.40, 0.37], [-1.55, 2.92, -0.68], [-1.12, 2.36, 0.98], [-1.18, 0.60, -1.36], [-2.72, 0.49, -0.81], [-2.04, -1.13, 0.65], [-1.38, 0.00, 1.65], [0.56, -1.26, 1.31], [0.79, -0.19, -1.58], [3.10, -0.17, -1.04], [2.54, -2.52, 0.90], [3.91, -2.18, -0.29]],
  "mulliken_charge": [-1.214, -0.416, -0.694, -0.192, -0.022, -0.361, -0.708, 0.298, 0.332, 0.319, 0.269, 0.410, 0.312, 0.352, 0.226, 0.274, 0.312, 0.269, 0.232]
}

Which is most stable, and by how much? i, by 0.0249 hartree.

--- i ---
{
  "formula": "C7H12",
  "method": "the ωB97M-V functional and the def2-TZVPD basis",
  "orbital_gap_ev": 8.8,
  "lumo_ev": 0.53,
  "elements": ["C", "C", "C", "C", "C", "C", "C", "H", "H", "H", "H", "H", "H", "H", "H", "H", "H", "H", "H"],
  "xyz": [[0.03, -0.73, -2.26], [0.38, -0.87, -0.78], [0.81, 0.46, -0.12], [0.28, 0.39, 1.33], [-0.25, 1.73, 1.84], [-0.72, -0.74, 1.48], [-0.77, -1.36, 0.14], [-0.83, -0.07, -2.39], [0.87, -0.31, -2.82], [-0.22, -1.70, -2.70], [1.20, -1.60, -0.69], [1.90, 0.62, -0.18], [0.34, 1.30, -0.65], [1.09, 0.06, 2.02], [-1.05, 2.08, 1.19], [0.54, 2.50, 1.83], [-0.64, 1.65, 2.85], [-1.81, -1.01, -0.08], [-1.13, -2.40, 0.00]],
  "mulliken_charge": [-1.602, 0.771, -1.191, 0.908, -1.461, -0.990, -0.706, 0.381, 0.358, 0.384, 0.241, 0.310, 0.357, 0.304, 0.370, 0.334, 0.392, 0.319, 0.522]
}

--- ii ---
{
  "formula": "C7H12",
  "method": "the ωB97M-V functional and the def2-TZVPD basis",
  "smiles": "CC[C@H]1C[C@H]2C[C@@H]12",
  "orbital_gap_ev": 10.8,
  "lumo_ev": 1.22,
  "elements": ["C", "C", "C", "C", "C", "C", "C", "H", "H", "H", "H", "H", "H", "H", "H", "H", "H", "H", "H"],
  "xyz": [[2.50, 0.24, -0.69], [1.07, -0.28, -0.77], [0.25, -0.11, 0.51], [-0.65, 1.16, 0.72], [-1.88, 0.25, 0.83], [-2.02, -0.59, -0.40], [-1.01, -0.97, 0.64], [3.02, 0.05, -1.63], [3.05, -0.28, 0.11], [2.54, 1.31, -0.49], [0.56, 0.22, -1.60], [1.09, -1.34, -1.03], [0.89, -0.25, 1.39], [-0.66, 1.88, -0.11], [-0.41, 1.69, 1.64], [-2.69, 0.40, 1.53], [-2.89, -1.24, -0.44], [-1.71, -0.20, -1.37], [-1.06, -1.93, 1.15]],
  "mulliken_charge": [-1.303, -0.379, 0.126, -0.932, -0.159, -0.647, -0.537, 0.380, 0.324, 0.306, 0.253, 0.317, 0.479, 0.312, 0.282, 0.366, 0.268, 0.146, 0.399]
}

--- iii ---
{
  "formula": "C7H12",
  "method": "the ωB97M-V functional and the def2-TZVPD basis",
  "smiles": "C[C@@H]1C=C[C@H](C)C1",
  "orbital_gap_ev": 10.4,
  "lumo_ev": 1.26,
  "elements": ["C", "C", "C", "C", "C", "C", "C", "H", "H", "H", "H", "H", "H", "H", "H", "H", "H", "H", "H"],
  "xyz": [[2.19, -1.22, 0.30], [0.83, -0.95, -0.33], [-0.26, -0.52, 0.67], [-1.24, 0.35, -0.14], [-2.00, 1.39, 0.68], [-0.32, 0.91, -1.21], [0.79, 0.19, -1.32], [2.57, -0.32, 0.80], [2.13, -2.02, 1.05], [2.93, -1.51, -0.45], [0.50, -1.87, -0.84], [-0.75, -1.36, 1.19], [0.20, 0.12, 1.44], [-1.98, -0.30, -0.63], [-1.30, 2.06, 1.20], [-2.63, 0.91, 1.44], [-2.64, 2.01, 0.04], [-0.60, 1.75, -1.84], [1.59, 0.36, -2.04]],
  "mulliken_charge": [-1.561, 0.714, -1.219, 0.728, -1.550, -0.618, -0.616, 0.366, 0.361, 0.390, 0.221, 0.369, 0.291, 0.213, 0.363, 0.361, 0.386, 0.397, 0.404]
}

Which is most stable, and by how much? iii, by 0.0472 hartree.